DFT (ωB97M-V/def2-TZVPD) results for a cluster of 8 separate species, C14H44O14 in total in a non-equilibrium geometry.

Results
* energy relative to the best compared isomer or geometry (same formula, charge and spin): 20.9 kcal/mol
* net charge: 0

Geometry as XYZ:
```
72
Properties=species:S:1:pos:R:3:mulliken_charge:R:1
O 1.15 -4.44 -1.37 -0.523
C 1.81 -3.26 -1.11 0.196
C 2.21 -3.15 0.32 -0.200
O 2.99 -4.33 0.54 -0.597
H 1.71 -5.04 -0.92 0.373
H 2.77 -3.16 -1.65 0.223
H 1.15 -2.40 -1.30 -0.268
H 1.32 -3.21 0.97 0.262
H 2.77 -2.23 0.51 0.219
H 3.07 -4.51 1.48 0.321
O -0.07 -0.44 4.25 -0.590
C -1.41 -0.14 3.71 0.377
C -2.13 -1.39 3.26 -0.606
O -1.54 -2.15 2.23 -0.550
H 0.17 -1.24 3.72 0.343
H -1.98 0.29 4.53 0.450
H -1.31 0.59 2.87 -0.346
H -3.15 -1.07 3.01 0.303
H -2.18 -2.10 4.12 0.333
H -1.77 -1.79 1.36 0.094
O -1.79 -0.66 -2.67 -0.489
C -1.04 -1.69 -3.30 0.068
C -1.85 -2.21 -4.44 -0.840
O -1.78 -1.26 -5.49 -0.535
H -1.18 0.05 -2.33 0.196
H -0.15 -1.32 -3.78 0.251
H -0.83 -2.52 -2.64 0.204
H -2.86 -2.40 -4.05 0.334
H -1.52 -3.16 -4.84 0.344
H -2.68 -0.88 -5.65 0.318
O 4.81 -0.84 0.65 -0.513
C 4.69 0.44 0.15 -0.924
C 3.30 0.65 -0.29 0.237
O 2.92 -0.08 -1.43 -0.470
H 4.81 -1.38 -0.16 0.335
H 4.94 1.14 0.95 0.364
H 5.35 0.70 -0.71 0.301
H 3.16 1.71 -0.54 0.482
H 2.57 0.39 0.46 -0.124
H 3.18 0.45 -2.21 0.273
O 2.80 2.40 3.06 -0.555
C 1.37 2.23 3.06 -0.536
C 0.78 2.68 1.73 0.543
O 1.01 4.09 1.52 -0.640
H 2.95 3.37 3.04 0.354
H 1.23 1.17 3.30 0.163
H 0.84 2.72 3.93 0.363
H -0.27 2.49 1.66 0.270
H 1.28 2.18 0.91 -0.432
H 0.36 4.47 2.12 0.386
O -2.41 2.52 0.11 -0.412
C -2.39 3.78 -0.58 -0.473
C -1.00 4.06 -1.22 -0.272
O -0.52 3.07 -2.09 -0.586
H -3.11 1.91 -0.21 0.295
H -3.14 3.76 -1.37 0.357
H -2.68 4.60 0.15 0.273
H -0.27 4.14 -0.41 0.113
H -1.03 5.00 -1.78 0.391
H -0.40 2.23 -1.59 0.190
C -4.34 -0.80 -0.20 -0.184
O -4.08 0.35 -1.01 -0.593
H -3.39 -1.01 0.34 -0.042
H -5.18 -0.65 0.48 0.313
H -4.57 -1.68 -0.81 0.292
H -3.29 0.22 -1.55 0.427
C -0.28 -0.32 0.11 -1.118
O 0.31 0.49 -0.90 0.262
H -1.13 0.24 0.51 0.256
H -0.71 -1.25 -0.30 0.539
H 0.43 -0.55 0.94 0.337
H 1.22 0.14 -1.13 0.091
```

DFT (ωB97M-V/def2-TZVPD) results for a cluster of 2 separate species, C31H55BN4O7P2S in total in a non-equilibrium geometry.

Results
* net charge: 0

Geometry as XYZ:
```
101
Properties=species:S:1:pos:R:3:mulliken_charge:R:1
C 8.34 0.01 2.30 -0.836
C 8.70 -1.42 1.85 -0.282
C 7.81 -2.50 2.48 -1.047
C 6.32 -2.41 2.12 -0.700
C 6.00 -2.64 0.62 -0.849
C 5.11 -1.55 -0.04 -0.389
C 5.79 -0.82 -1.21 -1.246
C 6.71 0.31 -0.71 0.775
C 6.65 1.58 -1.57 -1.149
C 7.05 2.85 -0.80 -1.019
C 6.15 3.18 0.40 -0.749
C 4.62 3.17 0.10 -0.585
C 3.90 2.41 1.21 -0.280
C 2.39 2.26 0.92 -0.741
C 1.69 1.73 2.21 -0.368
C 0.26 2.34 2.34 -2.210
C -0.79 1.41 1.77 0.701
C -1.25 0.32 2.47 0.387
P -0.61 -0.13 4.13 0.186
S 0.14 -1.92 4.25 -0.387
C -2.28 -0.49 1.90 0.561
O -2.71 -1.57 2.63 -0.567
C -2.82 -0.23 0.66 -0.422
B -4.00 -1.17 0.14 0.836
O -4.94 -1.52 1.07 -0.588
N -4.20 -1.66 -1.22 -0.120
C -5.23 -0.93 -1.97 -0.791
C -2.96 -1.83 -1.99 -1.017
C -2.30 0.87 -0.07 0.252
N -2.82 1.12 -1.31 -0.342
C -2.30 2.12 -1.97 0.531
C -2.81 2.39 -3.36 -1.398
C -1.28 2.92 -1.37 0.105
O -0.76 3.99 -2.14 -0.505
C -1.60 5.00 -2.14 0.422
N -2.47 5.72 -2.35 -0.426
N -0.78 2.77 -0.20 -0.266
C -1.30 1.70 0.46 -0.353
H 7.29 0.03 2.60 0.130
H 8.48 0.74 1.51 0.022
H 8.94 0.32 3.16 0.529
H 8.69 -1.54 0.76 0.180
H 9.73 -1.61 2.16 0.425
H 7.91 -2.38 3.57 0.349
H 8.17 -3.48 2.18 0.345
H 5.84 -3.23 2.66 0.369
H 5.86 -1.49 2.49 0.434
H 6.90 -2.81 0.02 0.543
H 5.41 -3.56 0.54 0.358
H 4.78 -0.82 0.70 0.005
H 4.21 -2.04 -0.43 0.484
H 5.03 -0.41 -1.88 0.460
H 6.36 -1.57 -1.76 0.319
H 7.75 -0.04 -0.67 0.440
H 6.43 0.54 0.32 -0.495
H 7.39 1.46 -2.37 0.447
H 5.68 1.67 -2.07 0.456
H 7.09 3.68 -1.50 0.373
H 8.06 2.68 -0.41 0.360
H 6.37 2.48 1.20 0.216
H 6.40 4.19 0.75 0.585
H 4.40 2.73 -0.87 0.292
H 4.29 4.21 0.09 0.465
H 4.29 1.40 1.36 -0.015
H 3.98 2.97 2.14 0.296
H 2.22 1.51 0.15 0.308
H 1.96 3.23 0.66 0.256
H 2.30 1.92 3.10 0.542
H 1.55 0.65 2.11 0.395
H 0.18 3.34 1.93 0.644
H 0.02 2.44 3.40 0.620
H -1.72 0.07 4.98 0.117
H 0.37 0.80 4.51 0.096
H -3.15 -1.22 3.41 0.362
H -5.59 -2.07 0.62 0.281
H -5.50 -1.46 -2.88 0.384
H -6.13 -0.90 -1.34 0.255
H -4.96 0.10 -2.19 0.188
H -2.07 -1.83 -1.38 0.334
H -3.04 -2.77 -2.55 0.343
H -2.92 -1.05 -2.76 0.225
H -3.77 2.90 -3.34 0.279
H -2.06 2.97 -3.89 0.477
H -2.87 1.43 -3.86 0.385
C -12.26 -0.73 -2.48 -0.654
O -11.13 -0.98 -1.64 -0.393
P -9.91 -1.82 -2.32 1.211
O -9.84 -1.37 -3.72 -0.689
O -10.68 -3.27 -2.18 -0.375
C -11.29 -3.61 -0.92 -0.810
O -8.42 -2.46 -2.11 -0.278
C -8.16 -3.37 -1.03 -0.641
H -13.08 -0.45 -1.83 0.247
H -12.05 0.09 -3.17 0.264
H -12.53 -1.63 -3.04 0.336
H -12.37 -3.50 -1.01 0.262
H -10.93 -2.99 -0.10 0.400
H -11.05 -4.65 -0.70 0.294
H -8.48 -4.38 -1.32 0.234
H -8.67 -3.07 -0.11 0.352
H -7.09 -3.39 -0.86 0.251
```

DFT (ωB97M-V/def2-TZVPD) results for an isolated molecule of C4H9FO in a non-equilibrium geometry.

Results
* energy relative to the best compared isomer or geometry (same formula, charge and spin): 0.0 kcal/mol
* net charge: 0

Geometry as XYZ:
```
15
Properties=species:S:1:pos:R:3:mulliken_charge:R:1
C -1.54 0.25 -1.08 -1.478
C -0.33 -0.13 -0.22 1.236
C -0.06 -1.59 -0.09 -1.486
F -0.72 0.15 1.10 -0.383
C 1.00 0.64 -0.47 -0.492
O 1.74 0.82 0.72 -0.508
H -2.33 -0.55 -0.95 0.317
H -1.95 1.15 -0.67 0.408
H -1.27 0.31 -2.15 0.343
H -0.96 -2.17 0.15 0.389
H 0.61 -1.76 0.74 0.340
H 0.41 -2.00 -0.99 0.375
H 1.60 -0.01 -1.13 0.252
H 0.78 1.60 -0.91 0.349
H 1.20 0.49 1.45 0.339
```

DFT (ωB97M-V/def2-TZVPD) results for a structure of composition C5H15N3 in a non-equilibrium geometry.

Results
* energy relative to the best compared isomer or geometry (same formula, charge and spin): 70.6 kcal/mol
* net charge: 0

Geometry as XYZ:
```
23
Properties=species:S:1:pos:R:3:mulliken_charge:R:1
C -0.73 0.97 1.34 -1.709
C 1.00 1.57 -0.38 -1.817
C -1.44 1.75 -0.92 -1.745
C 1.59 -1.98 -0.45 -0.945
C -0.38 0.95 -0.15 1.959
N -0.34 -2.40 0.83 -0.589
N -0.37 -0.38 -0.73 -0.688
N 0.56 -1.47 0.40 0.142
H -1.72 0.57 1.52 0.381
H -0.01 0.36 1.89 0.367
H -0.69 1.99 1.73 0.443
H 1.28 1.45 -1.42 0.387
H 1.73 1.07 0.24 0.358
H 0.98 2.63 -0.14 0.441
H -2.44 1.36 -0.73 0.407
H -1.42 2.79 -0.62 0.383
H -1.25 1.68 -1.99 0.431
H 2.39 -2.38 0.19 0.335
H 1.25 -2.78 -1.12 0.367
H 1.99 -1.17 -1.06 0.274
H -0.39 -2.45 1.84 0.215
H -0.29 -3.31 0.38 0.213
H -1.29 -0.80 -0.64 0.393
```

DFT (ωB97M-V/def2-TZVPD) results for a cluster of 2 separate species, C4H11NO in total in a non-equilibrium geometry.

Results
* energy relative to the best compared isomer or geometry (same formula, charge and spin): 43.4 kcal/mol
* net charge: 0

Geometry as XYZ:
```
17
Properties=species:S:1:pos:R:3:mulliken_charge:R:1
C 0.67 -0.62 -1.67 -0.834
C 1.55 0.36 -1.85 0.103
C 2.72 0.68 -0.97 -0.923
H -0.01 -0.82 -2.48 0.266
H 0.45 -1.01 -0.68 0.260
H 1.51 0.91 -2.78 0.310
H 3.57 0.01 -1.12 0.254
H 3.12 1.67 -1.20 0.295
H 2.45 0.71 0.09 0.256
N -1.85 -0.35 0.58 -0.495
C -1.68 -0.58 1.97 -0.233
O -2.66 0.04 2.82 -0.536
H -2.81 -0.50 0.29 0.221
H -1.61 0.55 0.19 0.229
H -1.80 -1.64 2.18 0.259
H -0.68 -0.25 2.27 0.278
H -2.94 0.84 2.36 0.289
```

DFT (ωB97M-V/def2-TZVPD) results for a structure of composition C21H42N5O7 in a non-equilibrium geometry.

Results
* energy relative to the best compared isomer or geometry (same formula, charge and spin): 524.4 kcal/mol
* net charge: +1

Geometry as XYZ:
```
75
Properties=species:S:1:pos:R:3:mulliken_charge:R:1
C 4.41 0.30 1.15 -1.162
C 3.65 1.75 0.88 -0.788
N 2.20 1.48 0.41 -0.218
H 2.37 0.87 -0.45 0.164
C 1.68 2.85 -0.13 -0.950
C 1.16 3.27 1.26 -0.719
H 2.01 3.21 2.11 0.371
H 0.71 4.33 0.95 0.335
C -0.20 2.47 1.58 -0.320
N 0.18 1.09 1.73 -0.098
H -0.58 0.36 1.04 0.221
H 1.09 0.86 1.12 0.384
C -1.26 2.93 0.63 -0.130
H -1.95 3.55 1.08 0.764
C -0.84 3.13 -0.84 -1.541
O -0.41 4.35 -0.84 -0.538
H -1.23 5.03 -0.94 0.499
C 0.57 2.25 -0.98 -0.470
H 0.64 2.50 -2.04 0.529
O 0.15 0.80 -0.84 0.666
C 0.40 0.04 -2.03 -0.539
O 1.86 -0.22 -2.10 -0.189
C 2.13 -1.09 -3.06 -1.592
H 3.34 -1.04 -3.09 0.378
C 1.59 -2.42 -2.86 1.565
C 2.19 -3.37 -3.69 -2.055
H 1.81 -3.14 -4.63 0.527
H 3.16 -3.32 -3.98 0.671
H 2.25 -4.50 -3.34 0.252
O 2.47 -2.71 -1.34 -0.746
H 3.27 -2.89 -1.60 0.318
C 0.26 -2.40 -2.54 -1.342
N -0.28 -3.73 -1.87 -0.104
H 0.53 -4.06 -1.30 0.390
C -0.71 -4.63 -2.87 -0.877
H -0.20 -5.21 -3.51 0.390
H -1.65 -4.08 -3.55 0.210
H -1.13 -5.62 -2.09 0.259
H -0.24 -2.30 -3.38 1.565
C -0.12 -1.54 -1.44 -1.040
H -1.15 -1.26 -1.21 0.698
O 0.42 -1.81 -0.03 -0.539
H 1.30 -1.96 -0.22 0.379
H 1.86 -0.71 -4.07 0.331
H -0.10 0.24 -3.01 0.249
H -1.62 2.86 -1.34 1.107
O -2.14 1.72 0.68 -0.290
C -3.18 1.73 1.65 -0.937
O -2.87 1.34 2.76 -0.472
C -2.37 -0.12 3.07 0.608
C -2.79 -1.00 2.32 0.337
C -3.56 -0.84 1.05 -0.459
C -4.42 0.60 1.13 -1.535
N -4.67 0.86 -0.10 -0.430
H -5.25 1.72 -0.04 0.287
H -5.34 -0.08 -0.38 0.354
H -4.98 0.52 1.81 1.264
H -4.15 -1.74 0.96 0.608
H -2.90 -0.93 0.24 -0.051
H -2.36 -2.05 2.93 0.089
C -1.62 0.06 4.36 -1.545
N -0.17 -0.30 4.14 -0.378
H -0.12 -1.19 3.69 0.358
H 0.54 -0.29 4.86 0.297
H -1.92 -0.79 5.08 0.448
H -1.63 0.94 4.96 0.320
H -3.64 2.60 1.65 1.249
H -0.58 2.66 2.82 0.238
H 2.43 3.33 -0.55 1.043
H 0.18 0.37 3.02 0.529
H 4.24 2.11 0.16 0.476
H 3.73 2.25 1.82 0.340
H 5.45 0.44 1.34 0.434
H 4.19 -0.36 0.00 0.082
H 3.90 -0.09 1.83 0.467
```

DFT (ωB97M-V/def2-TZVPD) results for a cluster of 8 separate species, C32H88N8O8 in total in a non-equilibrium geometry.

Results
* energy relative to the best compared isomer or geometry (same formula, charge and spin): 131.0 kcal/mol
* net charge: 0

Geometry as XYZ:
```
136
Properties=species:S:1:pos:R:3:mulliken_charge:R:1
C -1.33 0.60 5.25 -0.649
O -2.00 1.50 6.09 -0.299
C -2.85 1.02 7.03 -0.733
C -3.16 2.02 8.16 0.395
C -4.26 1.57 9.15 -1.258
N -3.78 3.14 7.49 -0.834
H -0.76 -0.11 5.85 0.372
H -0.66 1.07 4.53 0.185
H -2.00 -0.04 4.67 0.258
H -3.76 0.61 6.61 0.338
H -2.35 0.28 7.66 0.277
H -2.25 2.31 8.69 0.365
H -4.06 2.06 10.10 0.310
H -4.25 0.49 9.29 0.351
H -5.28 1.73 8.79 0.323
H -3.18 3.38 6.71 0.304
H -4.57 2.85 6.93 0.267
C 2.58 1.33 -3.14 -0.657
O 1.28 1.33 -3.75 -0.270
C 0.73 2.64 -4.04 -1.038
C -0.82 2.51 -4.50 1.616
C -1.12 1.59 -5.66 -1.923
N -1.35 3.82 -4.78 -0.799
H 2.41 1.63 -2.10 0.071
H 3.14 2.15 -3.59 0.371
H 3.18 0.42 -3.20 0.261
H 0.93 3.17 -3.11 0.484
H 1.33 3.06 -4.85 0.440
H -1.52 2.21 -3.72 -0.289
H -0.65 0.61 -5.57 0.307
H -0.93 1.89 -6.69 0.343
H -2.18 1.32 -5.60 0.507
H -0.85 4.44 -4.15 0.297
H -0.98 4.18 -5.64 0.320
C 2.04 -3.92 -0.50 -0.390
O 1.95 -5.39 -0.59 -0.408
C 2.60 -6.13 0.50 -0.347
C 2.95 -7.54 -0.14 0.529
C 3.38 -8.46 1.02 -1.478
N 4.12 -7.57 -1.05 -0.683
H 3.04 -3.61 -0.19 0.336
H 1.27 -3.51 0.14 0.101
H 1.78 -3.65 -1.53 0.182
H 3.54 -5.67 0.78 0.430
H 1.89 -6.17 1.33 -0.076
H 2.03 -8.01 -0.49 0.221
H 4.32 -8.12 1.47 0.381
H 3.51 -9.44 0.55 0.388
H 2.68 -8.42 1.86 0.333
H 4.40 -8.46 -1.44 0.231
H 3.93 -6.96 -1.83 0.223
C 0.72 -5.34 3.64 -0.708
O 1.73 -4.37 3.37 -0.281
C 1.13 -3.03 3.53 -0.512
C 2.02 -1.86 3.11 1.097
C 3.31 -1.68 3.83 -1.875
N 1.36 -0.58 3.11 -0.292
H -0.18 -5.10 3.08 0.356
H 0.42 -5.44 4.68 0.301
H 1.15 -6.31 3.39 0.177
H 0.24 -3.04 2.91 0.199
H 0.96 -2.77 4.57 0.352
H 2.45 -1.98 2.12 -0.013
H 3.89 -2.60 3.75 0.421
H 3.07 -1.52 4.88 0.352
H 3.87 -0.84 3.45 0.463
H 0.62 -0.63 2.43 -0.016
H 2.13 0.02 2.86 0.081
C -3.48 1.84 0.56 -0.781
O -2.84 2.86 -0.21 -0.288
C -2.25 3.84 0.68 -0.617
C -1.45 4.94 -0.12 0.186
C -2.34 6.01 -0.79 -1.584
N -0.60 4.26 -1.15 -0.347
H -2.79 1.29 1.20 0.128
H -3.95 1.11 -0.11 0.300
H -4.32 2.24 1.13 0.406
H -2.97 4.28 1.36 0.589
H -1.51 3.33 1.30 0.226
H -0.64 5.41 0.45 0.430
H -3.00 6.61 -0.17 0.390
H -3.01 5.58 -1.54 0.320
H -1.69 6.70 -1.33 0.406
H -1.29 3.98 -1.82 0.238
H -0.51 3.45 -0.55 -0.084
C -1.30 -2.66 -6.01 -0.610
O -0.85 -2.61 -7.40 -0.387
C -1.83 -2.32 -8.36 -0.908
C -2.24 -0.83 -8.55 1.499
C -3.56 -0.61 -9.35 -1.537
N -1.18 -0.10 -9.34 -0.810
H -2.03 -1.87 -5.80 0.260
H -0.45 -2.66 -5.34 0.141
H -1.86 -3.60 -5.95 0.427
H -1.41 -2.63 -9.31 0.454
H -2.69 -2.97 -8.22 0.336
H -2.28 -0.32 -7.59 -0.435
H -3.78 0.41 -9.66 0.410
H -4.38 -0.89 -8.70 0.379
H -3.54 -1.22 -10.25 0.316
H -1.38 0.88 -9.45 0.245
H -0.33 -0.10 -8.80 0.273
C 5.27 5.49 3.27 -0.865
O 5.00 4.28 2.62 -0.309
C 3.62 4.22 2.24 -0.938
C 3.38 2.83 1.60 -0.121
C 1.98 2.55 1.29 -0.762
N 3.71 1.81 2.64 -0.475
H 6.29 5.68 3.59 0.290
H 4.67 5.60 4.18 0.353
H 5.02 6.42 2.76 0.327
H 2.85 4.24 3.02 0.484
H 3.29 5.10 1.69 0.541
H 3.88 2.64 0.65 0.374
H 1.85 1.51 0.98 -0.227
H 1.69 3.23 0.50 0.367
H 1.28 2.58 2.13 0.389
H 3.49 2.26 3.52 0.239
H 4.68 1.59 2.81 0.252
C -2.76 -1.45 1.44 -0.557
O -1.47 -1.77 0.83 -0.417
C -0.70 -0.68 0.39 -0.863
C -1.10 -0.08 -0.99 0.732
C -0.92 -1.00 -2.27 -1.286
N -0.20 1.00 -1.30 0.611
H -3.51 -0.91 0.86 0.272
H -2.67 -0.95 2.40 0.045
H -3.26 -2.41 1.59 0.340
H -0.80 0.18 1.06 0.419
H 0.31 -1.08 0.35 0.459
H -2.02 0.50 -0.88 -0.171
H -1.04 -0.62 -3.28 0.250
H -1.58 -1.87 -2.18 0.467
H 0.08 -1.41 -2.39 0.224
H 0.77 0.75 -1.21 -0.103
H -0.30 1.45 -2.20 -0.404
```

Number 1: total energy -43892.55701 eV, HOMO energy -9.56 eV, orbital gap 9.95 eV. Number 2: total energy -83422.14498 eV, HOMO energy -8.63 eV, orbital gap 7.66 eV. Number 3: total energy -9058.65818 eV, HOMO energy -10.39 eV, orbital gap 11.29 eV. Number 4: total energy -9896.08840 eV, HOMO energy -8.16 eV, orbital gap 9.17 eV. Number 5: total energy -7862.67325 eV, HOMO energy -9.46 eV, orbital gap 10.36 eV. Number 6: total energy -44213.28590 eV, HOMO energy -10.73 eV, orbital gap 8.80 eV. Number 7: total energy -62903.08455 eV, HOMO energy -8.63 eV, orbital gap 9.13 eV.